6
Properties=species:S:1:pos:R:3:nbo_charge:R:1 method="wB97M-V/def2-TZVPD" de_lowest_kcal_mol=80.2 max_force_ha_per_bohr=0.0494 homo_ev=-8.2547 lumo_energy_ev=-0.7
C 1.587 -0.809 -1.551 -0.531
F -1.322 0.624 -1.282 -0.589
P 0.134 0.178 -0.721 1.028
S 1.447 -1.042 -3.052 0.198
H -0.173 0.481 0.549 -0.037
H -0.453 -0.986 -0.426 -0.069